1.
The following is a quantum chemistry calculation of a cluster of 4 separate species, C25H48BClN2O18PS6 in total, from the OMol25 dataset.

Largest force on an atom = 0.062 Eh/bohr
LUMO energy = 1.600 eV
HOMO level = -3.91 eV
Electronic energy = -5660.38096 Eh
Kohn-Sham gap = 5.511 eV
Total charge = -1

XYZ file:
```
102
Properties=species:S:1:pos:R:3:lowdin_charge:R:1
C -2.348 3.926 2.607 0.04
C -2.783 2.843 2.986 -0.18
C -3.697 1.592 3.293 -0.24
P -2.719 -0.085 2.998 0.61
C -2.477 -0.366 4.895 -0.25
C -1.186 0.271 5.569 -0.26
C -1.404 1.794 6.043 -0.55
Cl -0.121 2.941 5.440 0.49
C -3.349 0.022 1.202 -0.25
C -2.846 -1.010 0.132 -0.26
C -1.842 -0.273 -0.895 -0.46
S -0.461 -1.415 -1.416 0.85
C 0.917 -0.412 -2.081 -1.04
S 0.724 1.209 -2.420 0.68
N 2.248 -1.002 -2.325 -0.20
C 2.798 -1.416 -0.998 -0.15
C 2.866 -2.987 -0.839 -0.19
O 3.769 -3.501 -1.832 -0.17
C 3.330 -3.197 -3.174 -0.17
C 2.146 -2.142 -3.274 -0.18
B -4.341 -1.162 3.280 -0.56
O -5.464 -0.531 3.943 0.03
N -4.353 -2.580 2.801 -0.14
C -4.029 -3.555 3.887 -0.10
C -5.692 -2.969 2.270 -0.12
O -1.329 0.970 2.756 -0.35
C -0.174 0.343 2.169 -0.58
S 1.384 1.140 2.771 0.72
C -0.405 -1.234 2.385 -0.31
C 0.683 -2.119 3.116 -0.11
O 1.190 -3.165 2.226 -0.21
O 0.177 -4.056 1.957 -0.05
O -1.724 -1.515 2.840 -0.28
H -1.658 4.759 2.315 0.02
H -4.051 1.684 4.369 0.07
H -4.638 1.654 2.665 0.08
H -2.376 -1.494 5.032 0.07
H -3.369 -0.063 5.530 0.09
H -0.225 0.130 5.000 0.06
H -1.031 -0.297 6.551 0.10
H -1.346 1.832 7.179 0.06
H -2.419 2.194 5.775 0.06
H -3.114 1.073 0.816 0.10
H -4.492 -0.019 1.215 0.09
H -2.456 -2.001 0.487 0.09
H -3.744 -1.269 -0.527 0.10
H -1.478 0.722 -0.516 0.06
H -2.400 -0.044 -1.861 0.08
H 3.825 -0.965 -0.810 0.14
H 2.135 -1.027 -0.166 0.11
H 3.358 -3.184 0.168 0.14
H 1.864 -3.507 -0.798 0.12
H 2.925 -4.173 -3.607 0.12
H 4.226 -2.885 -3.785 0.12
H 2.203 -1.695 -4.321 0.13
H 1.174 -2.714 -3.222 0.10
H -6.019 -0.043 3.307 0.09
H -4.722 -3.322 4.766 0.10
H -4.241 -4.592 3.470 0.09
H -2.939 -3.515 4.175 0.08
H -6.179 -3.736 2.948 0.08
H -5.612 -3.439 1.232 0.09
H -6.415 -2.107 2.171 0.08
H -0.052 0.463 1.041 0.08
H 1.745 0.645 4.009 -0.13
H -0.376 -1.639 1.321 0.08
H 1.595 -1.568 3.472 0.10
H 0.174 -2.688 3.963 0.14
H -0.142 -3.858 1.046 0.10
C 3.475 5.478 0.444 -0.17
C 3.230 4.203 1.229 -0.18
O 2.835 4.639 2.530 -0.20
S 2.031 6.036 2.397 0.62
O 0.636 5.757 2.409 -0.22
O 2.633 6.987 3.271 -0.23
O 2.461 6.385 0.876 -0.19
H 4.448 5.913 0.690 0.13
H 3.412 5.319 -0.632 0.13
H 4.117 3.574 1.288 0.14
H 2.405 3.627 0.801 0.12
C -1.218 4.278 -5.621 -0.17
C -0.568 5.615 -5.931 -0.18
O -0.265 6.182 -4.657 -0.19
S 0.078 4.989 -3.615 0.60
O 1.495 4.853 -3.544 -0.24
O -0.738 5.150 -2.464 -0.21
O -0.503 3.765 -4.498 -0.21
H -2.264 4.405 -5.330 0.13
H -1.157 3.585 -6.459 0.14
H -1.222 6.274 -6.500 0.13
H 0.372 5.481 -6.474 0.13
C 5.360 -5.273 -6.383 -0.17
C 6.100 -4.291 -7.272 -0.17
O 5.095 -3.726 -8.114 -0.19
S 3.699 -3.654 -7.299 0.63
O 3.557 -2.339 -6.772 -0.22
O 2.691 -4.288 -8.079 -0.22
O 4.112 -4.645 -6.085 -0.21
H 5.153 -6.207 -6.913 0.13
H 5.904 -5.491 -5.465 0.14
H 6.875 -4.771 -7.867 0.13
H 6.543 -3.482 -6.684 0.13
```



2.
The following is a quantum chemistry calculation of a structure of composition C25H48Cl3N4O3SSiSn, from the OMol25 dataset.

Largest force on an atom = 0.082 Eh/bohr
Relative energy (zero: lowest compared OMol25 entry of this formula, charge and spin) = 48.8 kcal/mol
LUMO energy (spin up / spin down) = 2.222 / 2.222 eV
HOMO level (spin up / spin down) = -1.38 / -1.38 eV
Electronic energy = -3708.70145 Eh
Kohn-Sham gap (spin up / spin down) = 3.601 / 3.602 eV
Total charge = -1

XYZ file:
```
86
Properties=species:S:1:pos:R:3:lowdin_charge:R:1
C 1.609 -1.750 -4.479 -0.03
C 0.961 -0.427 -4.141 -0.49
H 2.009 -1.692 -5.496 0.07
H 0.950 -2.648 -4.373 0.09
H 2.420 -1.867 -3.756 0.07
C 0.452 0.454 -5.120 -0.23
C 0.129 0.012 -6.477 -0.23
H 0.175 1.453 -4.812 0.04
H -0.391 -0.957 -6.457 0.05
H 1.021 -0.108 -7.105 0.04
H -0.514 0.750 -6.964 0.05
Sn -0.900 -1.616 1.492 0.45
Cl 1.716 -1.378 1.665 -0.04
Cl -2.843 -3.209 1.417 -0.16
C 0.525 1.888 1.166 -0.29
O -0.310 0.956 1.077 -0.15
N 0.162 3.170 1.384 -0.17
C -1.235 3.544 1.243 -0.04
C 1.129 4.260 1.520 -0.07
H 1.618 1.723 1.093 0.14
H -1.871 2.757 1.660 0.09
H -1.495 3.709 0.187 0.08
H -1.390 4.482 1.786 0.08
H 2.144 3.850 1.546 0.09
H 0.931 4.811 2.449 0.08
H 1.048 4.965 0.683 0.07
H -2.085 -1.770 -3.294 0.08
H -2.535 0.988 -4.102 0.09
C -2.947 -1.489 -2.693 -0.04
C -3.286 0.875 -3.303 -0.06
N -2.840 -0.095 -2.309 -0.16
H -3.017 -2.115 -1.814 0.07
C -2.505 0.277 -1.046 -0.27
O -2.281 -0.542 -0.129 -0.27
H -3.477 1.856 -2.847 0.09
H -2.479 1.378 -0.874 0.14
H -3.833 -1.585 -3.312 0.08
H -4.207 0.507 -3.774 0.08
O 0.101 -0.641 -3.009 -0.20
C 1.238 0.167 -2.672 -0.20
C -0.194 2.232 -2.456 -0.05
C 1.057 1.600 -2.338 -0.16
H -1.068 1.612 -2.649 0.07
C -0.319 3.603 -2.307 -0.11
H 2.002 -0.370 -2.088 0.13
C 2.144 2.392 -1.878 -0.04
H -1.295 4.068 -2.428 0.10
C 0.788 4.396 -2.003 -0.14
C 2.022 3.772 -1.782 -0.13
H 3.101 1.923 -1.631 0.11
H 0.671 5.484 -1.926 0.09
H 2.884 4.389 -1.530 0.10
Si 0.286 -4.476 -0.470 0.40
Cl -0.182 -2.183 -0.824 0.36
C -1.309 -5.414 -0.593 -0.25
C 0.918 -4.494 1.304 -0.27
C 1.540 -5.293 -1.577 -0.20
H -2.026 -4.955 -1.285 0.03
H -1.802 -5.503 0.384 -0.01
H -1.089 -6.434 -0.951 0.03
H 1.105 -5.603 -2.535 0.03
H 1.873 -6.211 -1.070 0.04
H 2.429 -4.686 -1.767 0.03
H 0.300 -3.942 2.036 -0.02
H 1.940 -4.089 1.354 0.00
H 0.938 -5.553 1.616 0.04
C 1.485 2.426 4.620 -0.09
C 0.161 2.148 5.284 -0.21
N -0.752 1.374 4.407 0.01
C -0.503 0.070 4.168 -0.83
S -1.886 -0.892 3.795 0.55
N 0.781 -0.373 4.319 -0.10
C 1.299 -0.898 5.599 -0.25
C 0.219 -1.464 6.495 -0.11
H 2.028 1.494 4.435 0.07
H 2.096 3.059 5.271 0.08
H 1.348 2.936 3.661 0.04
H 0.301 1.592 6.224 0.10
H -0.369 3.080 5.511 0.11
H -1.738 1.606 4.457 0.11
H 1.209 -0.810 3.460 -0.07
H 2.073 -1.659 5.391 0.12
H 1.817 -0.064 6.101 0.09
H -0.315 -2.281 5.995 0.07
H 0.655 -1.852 7.424 0.07
H -0.515 -0.698 6.770 0.07
```



3.
The following is a quantum chemistry calculation of a cluster of 10 separate species, C25H48Cl8FN5O5 in total, from the OMol25 dataset.

Largest force on an atom = 0.033 Eh/bohr
Relative energy (zero: lowest compared OMol25 entry of this formula, charge and spin) = 0.0 kcal/mol
LUMO energy = -0.011 eV
HOMO level = -8.86 eV
Electronic energy = -5412.84999 Eh
Kohn-Sham gap = 8.847 eV

XYZ file:
```
92
Properties=species:S:1:pos:R:3:lowdin_charge:R:1
C -13.972 4.593 -19.978 0.02
C -15.269 4.554 -20.759 -0.58
O -15.671 3.517 -21.249 0.03
N -15.885 5.728 -20.955 0.01
C -17.207 5.808 -21.546 -0.08
H -13.731 3.548 -19.830 0.08
H -14.134 5.041 -18.996 0.08
H -13.195 5.116 -20.528 0.06
H -15.471 6.538 -20.499 0.07
H -17.625 6.795 -21.380 0.05
H -17.817 5.017 -21.099 0.09
H -17.193 5.548 -22.608 0.08
C -13.924 9.265 -17.625 0.02
C -14.898 8.253 -18.192 -0.54
O -14.760 7.802 -19.324 -0.03
N -15.918 7.928 -17.373 0.02
C -16.945 6.961 -17.765 -0.04
H -13.710 9.106 -16.568 0.09
H -14.363 10.254 -17.793 0.07
H -12.965 9.267 -18.140 0.07
H -15.829 8.122 -16.393 0.13
H -17.141 7.024 -18.830 0.06
H -17.833 7.206 -17.187 0.09
H -16.623 5.942 -17.543 0.09
C -5.737 6.385 -19.769 0.00
C -6.468 7.679 -20.032 -0.54
O -6.230 8.363 -21.025 0.03
N -7.385 8.040 -19.098 0.00
C -8.277 9.172 -19.246 -0.08
H -5.465 6.322 -18.708 0.08
H -4.831 6.281 -20.353 0.08
H -6.369 5.512 -19.944 0.07
H -7.451 7.503 -18.252 0.13
H -9.306 8.819 -19.311 0.02
H -8.015 9.760 -20.118 0.08
H -8.197 9.829 -18.376 0.08
C -11.039 1.257 -20.192 0.00
C -10.340 2.382 -19.433 -0.56
O -10.017 2.247 -18.261 0.02
N -10.067 3.484 -20.158 0.01
C -9.573 4.705 -19.596 -0.09
H -12.118 1.329 -20.067 0.07
H -10.685 0.285 -19.868 0.08
H -10.829 1.375 -21.259 0.07
H -10.338 3.455 -21.133 0.07
H -9.657 5.546 -20.282 0.05
H -8.516 4.656 -19.306 0.07
H -10.077 4.978 -18.663 0.09
C -13.608 3.597 -23.405 0.01
C -12.446 4.487 -23.005 -0.52
O -11.486 4.017 -22.412 0.01
N -12.536 5.808 -23.232 0.03
C -13.590 6.458 -23.933 -0.13
H -14.582 4.057 -23.235 0.06
H -13.597 2.741 -22.736 0.09
H -13.545 3.281 -24.445 0.09
H -11.705 6.295 -22.926 0.10
H -13.951 5.876 -24.782 0.09
H -13.177 7.372 -24.361 0.02
H -14.504 6.764 -23.412 0.03
C -12.648 8.802 -21.458 -0.97
Cl -11.473 7.715 -20.665 0.58
Cl -11.954 9.372 -23.006 0.56
H -13.549 8.251 -21.679 -0.02
H -12.821 9.639 -20.795 -0.02
C -16.993 10.081 -22.470 -0.95
Cl -16.915 9.621 -20.743 0.56
Cl -15.752 9.151 -23.314 0.57
H -17.977 9.945 -22.900 0.04
H -16.743 11.136 -22.508 0.02
C -11.838 8.903 -26.319 -1.08
Cl -12.747 7.811 -27.333 0.54
Cl -11.146 10.300 -27.206 0.50
H -12.488 9.379 -25.597 -0.04
H -11.058 8.353 -25.806 0.02
C -11.048 12.075 -18.647 -1.00
Cl -9.842 13.261 -18.141 0.53
Cl -10.923 11.757 -20.401 0.53
H -10.877 11.159 -18.094 0.02
H -12.050 12.440 -18.452 0.01
F -15.812 16.034 -17.916 0.08
C -15.378 14.934 -18.531 -0.30
C -15.951 13.714 -18.260 -0.01
C -15.585 12.608 -19.023 -0.10
C -14.625 12.756 -20.023 -0.11
C -13.965 13.964 -20.203 -0.09
C -14.334 15.057 -19.425 -0.01
H -16.787 13.633 -17.576 0.12
H -16.104 11.683 -18.814 0.07
H -14.495 11.959 -20.749 0.09
H -13.253 14.106 -21.004 0.11
H -13.985 16.061 -19.634 0.12
```